ORCA calculation (the ωB97M-V functional and the def2-TZVPD basis) on the ion CH5N2O2 with charge +1 at a distorted geometry.

```
10
Properties=species:S:1:pos:R:3:forces:R:3
C -0.240 -0.685 -0.351 1.6 2.6 1.8
N -0.254 0.614 0.125 0.4 -4.5 -0.9
N 0.775 -1.563 -0.269 0.2 0.8 0.2
O 0.847 1.064 0.794 -0.3 3.8 0.0
O -1.400 1.271 -0.143 -1.5 2.7 0.3
H -1.165 -0.958 -0.803 -0.4 -0.3 -0.3
H 0.637 -2.465 -0.753 0.2 0.8 0.5
H 1.712 -1.388 0.199 -1.9 -0.1 -0.9
H 0.909 2.132 0.693 -0.2 -3.5 0.0
H -1.821 1.977 0.507 1.9 -2.4 -0.8
```
Positions in Å, forces in eV/Å.

Output
total charge = +1
E_HOMO = -14.410 eV
gap between HOMO and LUMO = 10.5 eV
multiplicity = 1
SMILES = [NH2+]=CN(O)O
energy relative to the best compared isomer or geometry (same formula, charge and spin) = 2.016 eV
E_LUMO = -0.1439 Ha


ORCA calculation (the ωB97M-V functional and the def2-TZVPD basis) on a structure of composition C66H103Cl24NO2 at a distorted geometry.

```
196
Properties=species:S:1:pos:R:3:forces:R:3
C -1.880 -1.530 1.325 1.7 -1.0 -1.2
C -1.351 -0.159 0.967 1.0 0.4 -0.7
C 0.185 -0.147 0.833 0.1 -0.5 0.3
C 0.644 1.093 0.105 0.7 1.2 1.1
C 0.041 1.315 -1.272 0.2 0.8 0.4
C -1.494 1.458 -1.222 0.9 -0.8 0.2
N -1.980 0.255 -0.463 -2.2 -1.4 1.0
O -3.212 0.064 -0.526 1.1 0.8 0.5
C -2.064 1.445 -2.618 0.9 1.7 -0.1
C -2.047 2.689 -0.509 -1.7 0.2 -0.9
C -1.784 0.835 2.070 0.5 -1.3 1.0
H -1.931 -2.119 0.398 -0.5 0.4 0.3
H -2.837 -1.423 1.755 -0.9 -0.4 0.8
H -1.134 -2.150 1.910 -0.9 1.2 0.0
H 0.631 -1.074 0.383 -0.8 0.8 0.3
H 0.594 -0.116 1.865 -0.2 0.0 -0.5
H 1.749 1.095 0.087 -0.4 0.0 -0.3
H 0.402 1.949 0.788 0.1 -0.4 -0.7
H 0.376 0.467 -1.885 -0.4 0.5 -0.3
H 0.419 2.281 -1.684 -0.1 -0.8 0.1
H -3.083 1.736 -2.698 -0.8 1.2 0.3
H -2.184 0.507 -3.025 0.8 -2.3 -0.9
H -1.373 2.096 -3.202 -0.8 -0.4 0.0
H -1.639 3.613 -0.923 0.4 -0.2 0.2
H -2.103 2.721 0.573 0.5 -0.2 -0.3
H -3.112 2.710 -0.864 0.8 0.1 0.6
H -2.872 0.898 2.136 0.1 0.1 0.0
H -1.326 1.821 2.122 0.0 -0.1 -0.5
H -1.405 0.294 2.989 -0.7 0.6 -0.7
C -0.838 -3.386 -1.493 -0.6 -0.3 0.1
C -0.494 -1.941 -1.871 0.5 -0.2 0.1
C -0.282 -1.889 -3.398 0.2 -1.0 0.4
O -1.570 -1.085 -1.600 0.3 -0.4 0.2
H -1.848 -3.688 -1.873 0.8 0.3 0.1
H -0.863 -3.516 -0.401 0.1 -0.1 -0.3
H -0.082 -4.047 -1.931 -0.1 -0.1 0.1
H 0.424 -1.691 -1.269 -0.6 0.0 -1.0
H -0.026 -0.891 -3.704 0.2 0.6 -0.3
H -1.283 -2.111 -3.818 0.7 -0.1 -0.1
H 0.512 -2.625 -3.740 -1.0 0.8 0.2
C -6.075 -0.697 2.729 -1.3 1.3 -0.2
C -6.513 -1.610 3.676 1.2 -0.2 -0.2
C -6.160 -2.950 3.501 -1.7 0.8 1.7
C -5.537 -3.387 2.384 1.1 -1.4 -1.0
C -5.116 -2.450 1.465 0.5 0.5 -2.1
C -5.431 -1.101 1.567 0.4 -0.9 1.2
H -6.392 0.351 2.843 0.4 -0.4 0.0
H -6.968 -1.279 4.601 -0.2 0.0 -0.1
H -6.485 -3.593 4.303 0.1 -0.6 -0.1
H -5.301 -4.459 2.240 -0.2 0.8 0.1
H -4.513 -2.675 0.557 -0.5 -0.5 0.8
H -5.005 -0.437 0.841 -0.2 0.5 -0.2
C 5.630 1.671 -0.722 1.5 -1.8 -0.3
C 4.775 2.363 0.096 -0.2 0.8 -0.3
C 5.222 3.630 0.520 0.7 -0.8 -0.1
C 6.486 4.121 0.154 -1.3 -1.5 -1.4
C 7.295 3.430 -0.788 -0.3 1.1 1.2
C 6.907 2.154 -1.131 -0.9 -0.4 0.0
H 5.401 0.605 -0.952 -0.1 1.0 -0.1
H 3.772 1.937 0.309 0.9 0.5 0.1
H 4.632 4.206 1.196 -0.4 0.4 0.4
H 6.703 5.085 0.506 0.7 1.2 0.3
H 8.192 3.946 -1.165 -0.3 -0.7 0.2
H 7.579 1.510 -1.705 -0.3 0.2 0.0
C -1.829 -2.508 5.208 -1.3 -0.6 -0.8
C -0.668 -1.841 5.500 1.2 -0.5 1.0
C -0.695 -0.480 5.716 0.5 0.7 0.3
C -1.869 0.279 5.650 1.0 -1.2 0.1
C -3.026 -0.436 5.424 -1.1 0.4 -0.1
C -3.030 -1.794 5.159 0.1 -0.4 -0.1
H -1.874 -3.571 4.962 0.3 0.2 0.3
H 0.273 -2.371 5.774 -0.8 0.3 -0.8
H 0.256 -0.052 6.021 -0.2 0.4 -0.1
H -1.821 1.339 5.811 -0.3 0.3 0.1
H -3.993 0.050 5.483 0.0 0.2 -0.2
H -3.984 -2.290 4.920 0.6 0.2 0.2
C -0.409 4.491 1.790 -2.2 0.6 -0.6
C 0.747 4.828 1.118 0.4 -0.3 0.5
C 0.670 5.755 0.105 1.1 0.0 -1.1
C -0.493 6.352 -0.336 0.3 -0.1 -0.5
C -1.663 6.008 0.287 -0.8 -0.3 0.9
C -1.632 5.077 1.319 1.7 0.1 0.2
H -0.530 3.761 2.581 0.6 0.0 0.0
H 1.744 4.395 1.271 -0.6 0.0 0.4
H 1.606 5.875 -0.430 -0.1 0.5 -0.1
H -0.493 6.951 -1.239 -0.1 0.3 0.3
H -2.632 6.434 0.031 0.3 -0.1 -0.3
H -2.577 4.771 1.693 -0.6 -0.3 0.7
C 2.901 -4.861 7.982 -0.3 -0.6 -0.2
C 3.603 -5.939 7.458 -0.6 -1.0 -2.1
C 3.215 -6.490 6.201 -0.3 -1.0 -0.6
C 2.033 -6.081 5.561 0.6 -0.4 0.2
C 1.331 -5.055 6.144 -0.7 0.2 0.0
C 1.759 -4.423 7.298 0.6 -0.6 0.1
H 3.145 -4.466 8.959 0.1 0.1 -0.1
H 4.350 -6.560 7.914 0.6 0.6 0.7
H 3.725 -7.383 5.724 -0.3 1.2 1.0
H 1.559 -6.582 4.696 0.8 0.2 0.5
H 0.373 -4.833 5.698 -0.1 0.5 0.1
H 1.143 -3.668 7.721 -0.3 0.7 0.3
Cl -3.666 -2.911 -4.940 -0.4 -0.4 0.4
C -4.659 -3.129 -3.411 0.2 -1.4 -1.5
C -4.657 -1.881 -2.635 -0.4 0.1 -1.1
Cl -5.296 -0.487 -3.625 0.1 -0.6 0.9
H -4.198 -3.998 -2.903 -0.1 0.7 0.1
H -5.649 -3.452 -3.709 -0.1 0.1 -0.3
H -3.654 -1.714 -2.389 1.4 1.1 0.6
H -5.224 -2.079 -1.760 -0.8 0.5 0.9
Cl 3.283 -1.497 -1.890 0.5 0.1 0.2
C 3.125 -0.816 -3.555 -1.2 0.4 1.5
C 3.837 0.475 -3.784 0.9 0.7 0.0
Cl 3.102 1.943 -3.016 0.0 -0.7 -0.4
H 2.050 -0.798 -3.606 -0.3 0.7 -0.6
H 3.437 -1.552 -4.229 0.8 -1.1 -0.9
H 3.885 0.643 -4.875 -0.1 0.1 0.5
H 4.870 0.456 -3.374 -0.7 -0.1 -0.4
Cl -5.733 4.351 -4.557 0.6 -0.1 0.1
C -4.234 4.771 -5.459 -1.3 2.9 -1.3
C -3.511 6.018 -4.829 -1.7 -0.4 0.4
Cl -2.762 5.533 -3.254 -0.1 0.0 -0.4
H -4.639 4.948 -6.510 0.8 0.3 1.3
H -3.569 3.988 -5.543 1.2 -2.0 0.3
H -4.312 6.738 -4.552 0.7 -0.3 -0.3
H -2.749 6.519 -5.436 -0.2 -0.5 0.0
Cl 4.178 -0.568 2.154 -0.2 0.2 -0.5
C 4.695 0.725 3.235 0.5 0.2 1.3
C 3.554 1.215 4.119 0.2 -0.1 -1.0
Cl 2.339 2.028 3.061 -0.1 0.1 0.4
H 5.259 1.523 2.743 -0.5 -0.2 -0.3
H 5.379 0.230 3.915 0.3 -0.1 0.1
H 3.903 1.903 4.896 -0.1 -0.1 -0.3
H 3.080 0.344 4.551 -0.2 0.0 0.3
Cl -8.368 3.792 0.499 0.1 0.3 -0.2
C -6.931 4.094 -0.553 -0.4 0.9 0.1
C -6.071 2.840 -0.527 0.5 0.9 -1.0
Cl -5.361 2.588 1.072 0.1 -0.1 0.3
H -6.408 4.998 -0.159 -0.2 -0.9 0.0
H -7.334 4.431 -1.538 0.5 -0.9 0.5
H -5.229 2.963 -1.216 -0.1 0.1 0.0
H -6.599 1.953 -0.839 -0.3 -0.2 0.1
Cl -3.955 -6.356 -0.168 -0.6 0.0 0.0
C -2.491 -6.952 0.646 0.6 1.3 -1.2
C -2.637 -7.282 2.070 0.0 -1.8 1.5
Cl -3.148 -5.921 3.119 0.3 -0.4 -0.3
H -1.804 -6.085 0.526 0.0 -0.9 0.0
H -2.195 -7.849 0.089 0.3 0.4 0.2
H -1.651 -7.696 2.415 -0.8 0.7 -0.1
H -3.342 -8.138 2.224 0.3 0.9 -0.1
Cl -0.306 6.383 -8.412 -0.3 0.5 -0.1
C 0.068 4.858 -7.576 0.4 1.3 0.7
C -0.904 3.806 -7.911 -1.8 -0.7 1.5
Cl -0.867 3.307 -9.610 0.1 -0.2 0.1
H 0.097 5.080 -6.497 -0.3 -0.2 -0.4
H 1.077 4.705 -7.877 0.7 -0.8 -0.2
H -1.944 4.167 -7.665 1.0 -0.2 -0.5
H -0.769 2.955 -7.197 0.2 0.3 -0.9
Cl 0.286 -4.561 2.467 0.2 0.2 -0.3
C 1.454 -5.183 1.246 0.0 0.4 1.2
C 2.383 -4.184 0.644 -0.4 0.6 -1.4
Cl 3.660 -3.679 1.731 0.5 0.0 0.6
H 0.887 -5.768 0.574 -0.6 -0.2 -1.1
H 2.061 -5.850 1.793 0.7 -1.0 0.7
H 1.883 -3.252 0.336 0.1 -0.5 -0.1
H 2.905 -4.645 -0.217 -0.5 0.3 0.3
Cl 0.065 7.361 -4.457 0.6 -0.1 0.4
C 1.181 6.789 -3.114 -0.5 -0.5 -1.2
C 2.502 6.365 -3.718 -0.2 0.5 0.0
Cl 3.491 5.684 -2.394 0.2 0.0 -0.2
H 0.705 5.890 -2.736 -0.2 0.3 0.4
H 1.258 7.615 -2.414 0.1 -0.2 0.1
H 2.982 7.240 -4.150 0.4 -0.2 0.0
H 2.366 5.602 -4.487 0.0 0.1 0.2
Cl -2.446 0.280 -6.343 0.1 -0.2 0.2
C -1.148 -0.782 -6.990 -1.6 -1.4 0.8
C -0.181 0.020 -7.713 2.0 0.6 -0.7
Cl 1.060 0.736 -6.606 -0.1 0.1 0.1
H -1.635 -1.531 -7.616 -0.1 0.4 -0.4
H -0.741 -1.396 -6.186 0.2 0.5 0.2
H -0.645 0.861 -8.198 -0.1 0.2 -0.4
H 0.426 -0.537 -8.436 -0.4 0.0 0.1
Cl 6.564 -2.330 4.211 0.6 0.1 -0.2
C 5.465 -3.581 4.805 0.1 0.5 0.6
C 4.113 -3.000 5.064 0.8 2.2 -0.3
Cl 4.319 -1.825 6.425 -0.4 0.1 0.2
H 5.872 -3.990 5.742 -0.1 0.1 -0.4
H 5.419 -4.341 4.069 -0.1 -0.8 -0.7
H 3.496 -3.747 5.428 -1.5 -1.3 0.5
H 3.650 -2.382 4.260 0.5 -0.9 0.4
Cl 8.724 -1.347 1.632 -0.2 0.0 0.1
C 7.360 -2.154 0.784 0.5 -0.8 0.3
C 7.252 -1.602 -0.608 1.4 1.7 0.7
Cl 8.727 -2.032 -1.602 -0.8 0.2 0.3
H 6.455 -1.997 1.402 0.4 -0.1 -0.6
H 7.633 -3.227 0.735 -0.4 0.6 0.2
H 7.212 -0.487 -0.532 0.1 -1.0 -0.3
H 6.391 -1.946 -1.097 -1.1 -0.7 -0.8
```
Positions in Å, forces in eV/Å.

Output
total charge = 0
E_HOMO = -8.907 eV
gap between HOMO and LUMO = 9.0 eV
multiplicity = 1
E_LUMO = 0.0018 Ha


ORCA calculation (the ωB97M-V functional and the def2-TZVPD basis) on a cluster of 14 separate species, C4H34O15S2 in total at a distorted geometry.

```
55
Properties=species:S:1:pos:R:3:forces:R:3
C -2.107 0.544 -2.045 -1.2 -0.7 -1.3
C -0.726 0.042 -2.424 -0.5 2.2 0.4
O 0.196 0.961 -2.314 1.0 -0.3 -0.3
O -0.467 -1.080 -2.783 0.1 -1.7 -0.6
C -2.298 0.479 -0.531 -1.1 1.1 1.2
S -2.462 -1.293 -0.036 0.7 0.0 -0.7
S -3.422 -1.400 1.708 -0.8 0.3 0.8
C -2.234 -1.470 3.071 1.3 -2.1 -0.6
H -2.251 1.563 -2.447 0.3 -0.1 0.6
H -2.916 -0.048 -2.612 1.3 0.5 1.1
H 1.283 0.607 -2.605 -0.4 0.3 0.4
H -1.466 0.964 0.037 -0.6 -0.4 -0.5
H -3.244 1.062 -0.228 1.4 -1.0 -0.5
H -1.626 -2.449 3.054 -0.9 1.7 -0.2
H -1.573 -0.625 3.101 0.3 0.3 -0.2
H -2.774 -1.505 3.991 -0.8 0.1 0.6
H -1.403 1.420 3.954 1.1 0.7 -0.8
H -0.842 2.382 2.806 -0.5 0.2 -0.1
O -0.575 1.793 3.553 -0.8 -0.7 0.9
H 0.799 -2.946 1.046 0.7 -0.6 -1.5
H 0.280 -3.716 -0.242 0.5 0.1 0.2
O 1.108 -3.368 0.137 -1.6 0.2 1.6
H 1.019 0.881 1.250 0.0 -0.1 -0.1
H 0.571 0.862 2.710 -0.2 0.1 0.3
O 1.125 0.368 2.063 -0.2 0.1 -0.1
H 1.059 3.446 -0.687 -0.4 -0.8 0.4
H 0.466 2.027 -1.028 -0.2 0.2 -0.2
O 0.769 2.593 -0.284 0.6 0.8 -0.4
H 2.986 0.798 -1.933 -0.2 -0.1 -0.2
H 2.505 -0.659 -2.411 0.2 0.7 -0.3
O 2.564 0.308 -2.706 -0.4 -0.7 0.4
H 2.823 -2.863 0.134 -2.6 -1.5 0.0
H 4.015 -2.547 -0.750 -0.9 0.4 2.2
O 3.628 -2.425 0.183 3.9 0.8 -2.1
H 1.276 -2.519 3.096 1.7 -0.4 1.3
H 0.735 -1.263 2.315 0.1 -0.5 0.2
O 0.612 -2.234 2.519 -1.4 0.8 -1.7
H 1.623 -2.547 -1.268 0.1 0.3 -0.3
H 1.039 -1.899 -2.509 -0.3 0.1 -0.3
O 1.890 -2.183 -2.141 0.3 -0.4 0.2
H 2.455 1.935 -0.315 -3.5 1.4 1.2
H 3.585 1.086 0.116 0.7 -1.3 1.7
O 3.267 1.634 -0.575 3.2 0.1 -3.0
H -2.045 3.264 0.866 -0.7 0.2 -0.4
H -0.514 3.062 0.777 0.1 0.0 -0.4
O -1.233 3.254 1.386 0.6 -0.1 1.3
H 3.688 -0.953 1.007 0.1 0.8 0.2
H 2.911 0.015 1.864 -3.2 0.5 2.0
O 3.689 -0.039 1.402 3.5 -1.3 -1.9
H -1.782 -1.685 -3.713 -0.6 -0.4 -0.3
H -2.550 -2.784 -4.568 0.0 1.4 0.7
O -2.631 -1.874 -4.181 0.3 -1.3 -0.6
H -3.263 4.062 -0.872 -0.1 0.8 -0.6
H -4.194 3.586 0.268 -0.2 0.2 0.0
O -3.373 3.378 -0.210 0.1 -1.0 0.5
```
Positions in Å, forces in eV/Å.

Output
total charge = -1
E_HOMO (alpha / beta) = -0.058 / -6.624 eV
gap between HOMO and LUMO (alpha / beta) = 2.2 / 8.7 eV
multiplicity = 2
E_LUMO (alpha / beta) = 0.0787 / 0.0781 Ha


What did the third record say?
ORCA calculation (the ωB97M-V functional and the def2-TZVPD basis) on a cluster of 14 separate species, C4H34O15S2 in total at a distorted geometry.

```
55
Properties=species:S:1:pos:R:3:forces:R:3
C -2.107 0.544 -2.045 -1.2 -0.7 -1.3
C -0.726 0.042 -2.424 -0.5 2.2 0.4
O 0.196 0.961 -2.314 1.0 -0.3 -0.3
O -0.467 -1.080 -2.783 0.1 -1.7 -0.6
C -2.298 0.479 -0.531 -1.1 1.1 1.2
S -2.462 -1.293 -0.036 0.7 0.0 -0.7
S -3.422 -1.400 1.708 -0.8 0.3 0.8
C -2.234 -1.470 3.071 1.3 -2.1 -0.6
H -2.251 1.563 -2.447 0.3 -0.1 0.6
H -2.916 -0.048 -2.612 1.3 0.5 1.1
H 1.283 0.607 -2.605 -0.4 0.3 0.4
H -1.466 0.964 0.037 -0.6 -0.4 -0.5
H -3.244 1.062 -0.228 1.4 -1.0 -0.5
H -1.626 -2.449 3.054 -0.9 1.7 -0.2
H -1.573 -0.625 3.101 0.3 0.3 -0.2
H -2.774 -1.505 3.991 -0.8 0.1 0.6
H -1.403 1.420 3.954 1.1 0.7 -0.8
H -0.842 2.382 2.806 -0.5 0.2 -0.1
O -0.575 1.793 3.553 -0.8 -0.7 0.9
H 0.799 -2.946 1.046 0.7 -0.6 -1.5
H 0.280 -3.716 -0.242 0.5 0.1 0.2
O 1.108 -3.368 0.137 -1.6 0.2 1.6
H 1.019 0.881 1.250 0.0 -0.1 -0.1
H 0.571 0.862 2.710 -0.2 0.1 0.3
O 1.125 0.368 2.063 -0.2 0.1 -0.1
H 1.059 3.446 -0.687 -0.4 -0.8 0.4
H 0.466 2.027 -1.028 -0.2 0.2 -0.2
O 0.769 2.593 -0.284 0.6 0.8 -0.4
H 2.986 0.798 -1.933 -0.2 -0.1 -0.2
H 2.505 -0.659 -2.411 0.2 0.7 -0.3
O 2.564 0.308 -2.706 -0.4 -0.7 0.4
H 2.823 -2.863 0.134 -2.6 -1.5 0.0
H 4.015 -2.547 -0.750 -0.9 0.4 2.2
O 3.628 -2.425 0.183 3.9 0.8 -2.1
H 1.276 -2.519 3.096 1.7 -0.4 1.3
H 0.735 -1.263 2.315 0.1 -0.5 0.2
O 0.612 -2.234 2.519 -1.4 0.8 -1.7
H 1.623 -2.547 -1.268 0.1 0.3 -0.3
H 1.039 -1.899 -2.509 -0.3 0.1 -0.3
O 1.890 -2.183 -2.141 0.3 -0.4 0.2
H 2.455 1.935 -0.315 -3.5 1.4 1.2
H 3.585 1.086 0.116 0.7 -1.3 1.7
O 3.267 1.634 -0.575 3.2 0.1 -3.0
H -2.045 3.264 0.866 -0.7 0.2 -0.4
H -0.514 3.062 0.777 0.1 0.0 -0.4
O -1.233 3.254 1.386 0.6 -0.1 1.3
H 3.688 -0.953 1.007 0.1 0.8 0.2
H 2.911 0.015 1.864 -3.2 0.5 2.0
O 3.689 -0.039 1.402 3.5 -1.3 -1.9
H -1.782 -1.685 -3.713 -0.6 -0.4 -0.3
H -2.550 -2.784 -4.568 0.0 1.4 0.7
O -2.631 -1.874 -4.181 0.3 -1.3 -0.6
H -3.263 4.062 -0.872 -0.1 0.8 -0.6
H -4.194 3.586 0.268 -0.2 0.2 0.0
O -3.373 3.378 -0.210 0.1 -1.0 0.5
```
Positions in Å, forces in eV/Å.

Output
total charge = -1
E_HOMO (alpha / beta) = -0.058 / -6.624 eV
gap between HOMO and LUMO (alpha / beta) = 2.2 / 8.7 eV
multiplicity = 2
E_LUMO (alpha / beta) = 0.0787 / 0.0781 Ha